Record 1
Computed, not measured: 11 unconnected molecules or ions with the total composition C36H97N3O11 at a distorted geometry, with wB97M-V/def2-TZVPD.

orbital gap	0.33573	Eh
SMILES	COC[C@H](C)N.COC[C@H](C)N.COC[C@H](C)N.CC(C)O.CC(C)O.CC(C)O.CC(C)O.CC(C)O.CC(C)O.CC(C)O.CC(C)O
energy relative to the best compared isomer or geometry (same formula, charge and spin)	259.9	kJ/mol

```
! wB97M-V def2-TZVPD RIJCOSX def2/J DEFGRID3
* xyz 0 1
C 13.0619 12.2462 9.1922
O 12.5629 13.4814 9.4727
C 13.5147 14.5221 9.3193
C 13.0014 15.7972 9.9686
C 11.4920 15.9626 9.7834
N 13.7705 16.9180 9.4335
H 12.2276 11.5373 9.3285
H 13.8774 11.9205 9.8384
H 13.3387 12.1358 8.1294
H 14.4722 14.2929 9.8158
H 13.7318 14.7355 8.2587
H 13.2019 15.7717 11.0482
H 10.9495 16.6715 10.4237
H 10.9086 15.0308 9.8379
H 11.2707 16.3334 8.7631
H 13.8511 16.9546 8.4346
H 13.6230 17.8033 9.8700
C 14.2144 17.4634 5.8955
O 14.5366 16.1350 6.2156
C 13.6838 15.1965 5.7319
C 14.3945 13.8764 5.7572
C 15.7568 14.0027 5.1297
N 13.5976 12.9042 5.0330
H 13.1407 17.7037 5.9475
H 14.5645 17.7023 4.8844
H 14.7147 18.0666 6.6510
H 12.7231 15.2337 6.2511
H 13.5078 15.3807 4.6528
H 14.5926 13.5416 6.7927
H 16.4443 14.5283 5.8012
H 15.7455 14.5119 4.1619
H 16.2262 13.0257 4.9593
H 12.6331 12.9063 5.3766
H 13.9902 11.9819 5.1693
C 12.2288 4.1913 6.8550
O 11.0355 4.8511 6.7501
C 9.9470 4.0897 7.1682
C 9.5189 4.4787 8.5595
C 10.5935 4.3676 9.5823
N 8.4037 3.6138 8.9637
H 12.6397 4.1946 7.8640
H 12.9160 4.6982 6.1743
H 12.1425 3.1619 6.4876
H 9.1338 4.2299 6.4625
H 10.2616 3.0373 7.1739
H 9.1324 5.5063 8.4161
H 10.2242 4.6776 10.5581
H 11.4385 5.0162 9.3696
H 10.9124 3.3243 9.5468
H 8.0080 3.9542 9.8351
H 7.6553 3.6822 8.2727
C 8.4457 9.3906 13.0216
C 9.0739 9.9515 11.7566
C 10.2263 10.8575 12.0913
O 9.5362 8.8504 10.9251
H 7.5623 8.7898 12.7847
H 7.9874 10.2083 13.5991
H 9.2037 8.8742 13.6007
H 8.3219 10.4412 11.1354
H 10.8404 11.0741 11.2047
H 10.8397 10.5121 12.9182
H 9.8725 11.8805 12.3180
H 9.9665 8.1767 11.4801
C 16.8144 9.0136 5.0099
C 15.4322 8.7996 4.4009
C 14.7620 7.5779 5.0452
O 14.6289 9.9416 4.6847
H 17.2839 9.8677 4.5146
H 17.4162 8.1199 4.9166
H 16.6844 9.2895 6.0604
H 15.5352 8.6261 3.3229
H 15.3200 6.6512 4.8583
H 13.7768 7.3880 4.6108
H 14.7032 7.7626 6.1177
H 14.1383 10.2175 3.9028
C 10.2086 10.9323 3.6127
C 9.0291 10.5135 2.7932
C 8.7216 11.5450 1.6800
O 9.2488 9.2071 2.2366
H 10.0002 11.7608 4.2988
H 11.0065 11.2944 2.9483
H 10.5787 10.0922 4.1958
H 8.1196 10.4489 3.3934
H 9.6530 12.0367 1.3597
H 7.9819 12.2965 1.9396
H 8.3527 11.0268 0.7884
H 9.8778 9.2724 1.5080
C 7.4936 7.9208 7.8545
C 7.1703 9.1589 7.0064
C 6.6168 10.2972 7.9093
O 8.3006 9.6351 6.2555
H 6.7045 7.1659 7.7274
H 7.5143 8.1497 8.9218
H 8.4025 7.4062 7.5339
H 6.4176 8.8918 6.2654
H 6.0498 10.9865 7.2856
H 7.4726 10.8249 8.3176
H 5.9973 9.9434 8.7398
H 9.0569 9.8390 6.8298
C 15.6306 8.7299 9.0256
C 16.2586 8.7659 10.3887
C 17.3431 7.7113 10.5623
O 16.7719 10.0637 10.6541
H 15.4329 7.7477 8.6028
H 16.3013 9.3100 8.3777
H 14.6936 9.2978 8.9967
H 15.5449 8.5930 11.1961
H 17.6127 7.5733 11.6107
H 18.2641 8.0104 10.0340
H 17.0760 6.7353 10.1499
H 17.6387 10.1398 10.2276
C 11.3961 7.9135 7.8326
C 11.5210 9.3945 8.1367
C 12.1737 10.2280 7.0388
O 10.2492 10.0390 8.4734
H 10.8668 7.3763 8.6140
H 12.4101 7.5196 7.7002
H 10.9076 7.7673 6.8606
H 12.1863 9.4063 9.0393
H 11.6532 10.1242 6.0797
H 13.2314 10.0085 6.8659
H 12.1329 11.2748 7.3531
H 9.8024 9.4425 9.1203
C 14.0621 7.5916 13.2092
C 13.0132 7.4440 12.0922
C 13.2037 6.1549 11.2465
O 11.6268 7.4169 12.6629
H 13.6992 7.3573 14.2140
H 14.3765 8.6413 13.2564
H 14.9585 6.9964 13.0341
H 12.9702 8.2890 11.3955
H 12.7045 6.2768 10.2795
H 12.7259 5.3203 11.7645
H 14.2471 5.9454 11.0057
H 11.7300 6.9080 13.4810
C 10.1700 15.3130 7.5717
C 10.3809 13.8632 7.9115
C 9.3095 13.3933 8.9041
O 10.3432 13.0891 6.6131
H 9.2243 15.4457 7.0182
H 10.9005 15.7205 6.8626
H 10.0932 15.9687 8.4427
H 11.3910 13.6703 8.3186
H 8.3658 13.1379 8.4023
H 9.0129 14.2356 9.5362
H 9.6128 12.5370 9.5035
H 9.9142 12.2439 6.8340
*
```


Record 2
Computed, not measured: 9 unconnected molecules or ions with the total composition C36H99N9O9 at a distorted geometry, with wB97M-V/def2-TZVPD.

orbital gap	0.33118	Eh
SMILES	COC[C@H](C)N.COC[C@H](C)N.COC[C@H](C)N.COC[C@H](C)N.COC[C@H](C)N.COC[C@H](C)N.COC[C@H](C)N.COC[C@H](C)N.COC[C@H](C)N
energy relative to the best compared isomer or geometry (same formula, charge and spin)	400.6	kJ/mol

```
! wB97M-V def2-TZVPD RIJCOSX def2/J DEFGRID3
* xyz 0 1
C -3.2196 0.1854 9.1826
O -2.7371 0.8052 7.9834
C -3.6882 1.7822 7.5348
C -3.3133 2.1372 6.0862
C -1.9692 2.7962 5.9035
N -4.3161 3.0059 5.5134
H -2.7608 0.7577 9.9889
H -2.8383 -0.8357 9.1858
H -4.2812 0.1672 9.4291
H -4.6831 1.3401 7.5866
H -3.6140 2.6079 8.2425
H -3.3933 1.1941 5.5456
H -1.8650 3.3281 4.9578
H -1.1632 2.0782 6.0550
H -1.8687 3.5345 6.6990
H -3.9755 3.1156 4.5689
H -4.1286 3.9179 5.9048
C 3.9026 1.9705 1.1171
O 3.7360 0.6613 1.5392
C 4.2017 -0.3077 0.6114
C 4.2904 -1.6630 1.2978
C 2.9643 -2.2159 1.6947
N 5.0262 -1.4596 2.5244
H 3.3948 2.5836 1.8616
H 3.4643 2.1775 0.1408
H 4.9664 2.2064 1.0885
H 3.5706 -0.3549 -0.2761
H 5.1507 -0.0547 0.1386
H 4.7820 -2.3990 0.6616
H 3.0776 -3.0983 2.3245
H 2.5461 -2.6261 0.7755
H 2.2292 -1.5469 2.1422
H 5.9237 -1.0902 2.2449
H 4.5744 -0.7274 3.0535
C 0.2174 0.7725 2.9598
O -0.2391 -0.0476 1.9617
C 0.0801 0.4246 0.6545
C -0.1168 -0.6635 -0.4225
C 0.5265 -0.2044 -1.6872
N -1.5616 -0.8259 -0.7323
H 0.9541 1.5141 2.6508
H 0.7508 0.1274 3.6579
H -0.5245 1.2351 3.6106
H -0.3659 1.4007 0.4632
H 1.1473 0.6332 0.7291
H 0.4219 -1.5719 -0.1527
H 0.1787 0.8190 -1.8279
H 0.3041 -0.9321 -2.4676
H 1.6028 -0.0762 -1.5719
H -1.7049 -1.5839 -1.3841
H -2.0093 -1.1572 0.1102
C 3.5557 0.4764 9.0945
O 3.5347 -0.3092 7.8969
C 2.6225 -1.3468 8.0199
C 2.8285 -2.4662 6.8723
C 2.8234 -1.9347 5.4154
N 1.6983 -3.4311 6.9997
H 3.9487 -0.1687 9.8803
H 2.5306 0.6890 9.3982
H 4.1518 1.3678 8.8992
H 2.8755 -1.9130 8.9163
H 1.6054 -0.9803 8.1586
H 3.7896 -2.9716 6.9674
H 1.9217 -1.3855 5.1443
H 2.8574 -2.7065 4.6464
H 3.5941 -1.2013 5.1780
H 0.7601 -3.0573 7.0061
H 1.7629 -3.8545 7.9144
C -2.6048 4.1325 2.2407
O -3.7605 3.2890 2.2880
C -3.8049 2.1103 1.5108
C -3.7019 2.2536 -0.0009
C -4.7065 3.2123 -0.6301
N -3.8990 1.0210 -0.6913
H -2.6258 4.5881 1.2508
H -1.6546 3.6133 2.3666
H -2.6488 4.9958 2.9046
H -2.8974 1.6151 1.8562
H -4.7688 1.6522 1.7324
H -2.6943 2.5828 -0.2544
H -4.7796 4.1512 -0.0813
H -5.6966 2.7648 -0.5426
H -4.4909 3.4850 -1.6631
H -4.1566 1.0724 -1.6666
H -3.0243 0.5173 -0.6559
C 4.2113 -2.8413 -2.3252
O 2.8326 -2.8540 -2.1041
C 2.1117 -3.8213 -2.8586
C 2.1006 -3.5517 -4.4030
C 1.8552 -2.1474 -4.8306
N 1.0489 -4.3423 -5.0215
H 4.6178 -3.8187 -2.0653
H 4.6109 -2.0850 -1.6496
H 4.4989 -2.7891 -3.3753
H 2.4321 -4.8283 -2.5917
H 1.1205 -3.7418 -2.4123
H 3.0367 -3.9647 -4.7788
H 2.0765 -2.1783 -5.8975
H 2.5432 -1.4879 -4.3017
H 0.7759 -1.9952 -4.8355
H 1.0896 -4.2971 -6.0297
H 0.1741 -3.9170 -4.7497
C 0.7483 1.0244 -5.0396
O 0.5949 0.2593 -6.2594
C 1.6279 0.4197 -7.2573
C 1.2760 -0.4678 -8.5251
C 2.0786 -0.1599 -9.7109
N -0.0586 -0.1068 -8.9558
H 0.0052 0.7928 -4.2764
H 0.7191 2.1065 -5.1680
H 1.6816 0.7735 -4.5356
H 1.6390 1.4900 -7.4635
H 2.6000 0.1691 -6.8326
H 1.3639 -1.5187 -8.2496
H 2.1122 -0.8653 -10.5411
H 3.1236 -0.1587 -9.4007
H 1.8658 0.8156 -10.1481
H -0.0440 0.8720 -9.2046
H -0.5761 0.0087 -8.0962
C 1.4304 5.1621 -0.5620
O 0.0579 5.1529 -0.9380
C -0.1432 4.2480 -1.9898
C -1.6262 4.3068 -2.4905
C -1.8359 3.0795 -3.2536
N -1.8580 5.4514 -3.3818
H 1.7260 4.2803 0.0065
H 1.5229 6.0614 0.0469
H 2.1304 5.1993 -1.3967
H 0.5737 4.4730 -2.7794
H 0.0266 3.2535 -1.5773
H -2.3210 4.3186 -1.6508
H -1.6836 2.1553 -2.6962
H -1.1378 3.1002 -4.0904
H -2.8844 3.0242 -3.5463
H -1.9075 6.2369 -2.7487
H -2.7352 5.5213 -3.8774
C -1.6240 -6.0976 -4.0266
O -2.3812 -5.0245 -4.6510
C -3.5057 -4.5247 -4.0274
C -3.1264 -3.7332 -2.7036
C -4.3602 -3.0098 -2.0776
N -2.0754 -2.7671 -2.9479
H -0.8416 -6.3189 -4.7526
H -2.2899 -6.9369 -3.8255
H -1.1553 -5.7113 -3.1215
H -3.8796 -3.7516 -4.6987
H -4.3035 -5.2519 -3.8764
H -2.6942 -4.4491 -2.0045
H -4.9140 -2.3795 -2.7734
H -4.0544 -2.3393 -1.2745
H -5.1054 -3.6433 -1.5966
H -1.1885 -3.1803 -3.1983
H -2.3229 -2.4006 -3.8559
*
```


| no. | HOMO level (eV) |
| --- | --- |
| 1 | -8.7 |
| 2 | -8.5 |